26
Properties=species:S:1:pos:R:3:forces:R:3 method="wB97M-V/def2-TZVPD" gap_ev=8.10 spin_multiplicity=1 homo_energy_ev=-12.088 charge=+1
C -2.486 -0.387 -0.751 -1.6610 -2.4763 0.2249
C -0.710 0.229 1.683 1.1431 -0.1394 -0.4102
C -0.289 1.745 -0.499 -1.9145 -0.0819 2.5703
C -0.997 -0.638 -0.766 0.3421 0.8811 2.3637
C -0.348 0.373 0.148 2.6042 -1.1156 1.3423
N -0.624 -2.051 -0.400 -0.1376 1.2268 0.5530
O 2.554 -0.210 1.519 0.1863 0.3763 2.1652
P 3.590 1.388 -0.651 -0.5158 0.5455 0.5986
P 2.050 -0.124 0.035 -1.4134 -0.1645 -0.7570
S 2.384 -1.965 -0.641 -0.1204 0.3304 -0.6945
H -2.934 0.001 0.183 0.6823 -0.2810 -0.1378
H -2.727 0.354 -1.495 -0.3691 -0.2045 -0.5728
H -3.013 -1.440 -0.899 0.6169 2.3634 -0.2352
H 0.225 -0.008 2.340 -1.5782 0.4947 -1.2511
H -1.448 -0.651 1.842 0.8758 1.9095 -0.0294
H -1.054 1.267 1.965 -0.1858 -1.4816 0.2492
H -1.360 2.169 -0.487 1.4332 -0.5254 -0.7149
H 0.180 2.346 0.310 0.4144 0.2117 -1.2791
H 0.196 1.618 -1.466 -0.1133 0.9012 0.0912
H -0.561 -0.367 -1.678 0.3608 -0.6426 -1.8880
H -0.824 -2.251 0.595 -0.2108 0.0389 -0.6855
H 0.458 -2.156 -0.504 -0.3390 -0.2664 -0.3797
H -1.198 -2.606 -1.014 0.1472 -0.9937 -0.0659
H 2.777 -1.113 1.798 -0.0483 0.1621 -0.1076
H 2.717 2.028 -1.553 0.0240 0.0943 -0.1681
H 3.447 2.449 0.386 -0.2231 -1.1629 -0.7815

***

67
Properties=species:S:1:pos:R:3:forces:R:3 method="wB97M-V/def2-TZVPD" gap_ev="5.94 / 5.64" spin_multiplicity=2 homo_energy_ev="-16.212 / -16.215" charge=+3
Yb 0.898 1.612 -0.462 0.6711 -8.1081 2.8024
P -1.020 -3.066 -0.817 -0.4490 0.3088 0.5454
P 2.781 -0.890 -1.038 -0.2210 0.9718 -0.8368
P -2.358 0.158 1.219 -0.7848 0.2456 0.0095
H 0.459 6.363 -1.484 -0.2089 0.0897 0.1959
C -0.208 6.256 -0.625 0.1731 0.5440 0.3647
C 0.269 6.271 0.620 -0.0723 0.6829 0.1086
H 1.329 6.477 0.836 -0.4342 -0.2898 -0.2132
C -1.912 -3.008 -2.373 -0.1558 0.1731 -0.2593
C 0.642 -3.660 -1.130 0.5700 -0.1356 0.0101
C -1.838 -4.116 0.381 -0.1014 -0.2950 -0.1184
C 3.843 0.581 -0.690 0.0121 0.1124 0.2935
C 4.084 -2.182 -1.120 -0.1881 -0.6320 0.6047
C 2.479 -0.662 -2.841 0.1935 -0.2180 -0.1159
C -3.215 1.613 1.960 0.2294 0.0917 -0.2483
C -2.772 -1.022 2.572 0.4050 -0.1143 0.0224
C -3.663 -0.350 0.026 0.0563 0.2007 -0.2546
H -1.278 6.233 -0.832 0.2095 -0.1941 0.0512
H -0.366 6.187 1.511 0.1161 0.1408 -0.4624
H -2.272 -4.016 -2.624 0.0986 0.2636 0.0476
H -1.250 -2.657 -3.179 -0.1721 -0.1353 0.2621
H -2.767 -2.321 -2.309 0.1402 -0.2797 0.0453
H 0.648 -4.755 -0.996 0.0081 0.3499 -0.0995
H 1.370 -3.203 -0.441 -0.3630 -0.1577 -0.1616
H 0.954 -3.435 -2.162 -0.1912 -0.1017 0.3819
H -1.894 -5.125 -0.048 -0.1173 0.1229 0.2210
H -2.849 -3.732 0.570 0.1977 -0.1729 -0.0813
H -1.265 -4.129 1.321 -0.2166 0.0309 -0.4096
H 4.870 0.305 -0.964 -0.1776 0.5391 0.0487
H 3.823 0.804 0.388 0.1850 0.0088 -0.1882
H 3.574 1.489 -1.261 0.0914 -0.2512 0.0411
H 4.058 -2.693 -2.090 -0.0672 0.1313 0.1924
H 3.912 -2.923 -0.330 0.2399 0.0535 -0.1806
H 5.076 -1.740 -0.968 -0.2942 -0.1311 -0.0624
H 3.430 -0.783 -3.376 -0.3418 0.1872 -0.1590
H 2.035 0.315 -3.097 0.1077 -0.1959 0.0442
H 1.779 -1.445 -3.167 0.2372 0.2528 -0.0861
H -4.293 1.414 2.006 0.2792 0.1104 0.0860
H -3.015 2.508 1.357 -0.2853 -0.1409 0.2829
H -2.814 1.782 2.967 -0.1697 0.0613 -0.2380
H -3.839 -0.931 2.818 0.2762 -0.0170 -0.0967
H -2.175 -0.788 3.462 -0.2173 -0.1072 -0.2225
H -2.560 -2.055 2.269 -0.0145 0.1698 0.1490
H -4.649 -0.090 0.432 0.1588 -0.2583 -0.2408
H -3.616 -1.428 -0.177 -0.0947 0.2263 0.0191
H -3.502 0.197 -0.913 -0.2498 -0.1844 0.1047
C 0.078 3.482 0.325 -1.0172 1.1493 1.7178
C -0.818 3.194 -0.732 -1.0281 0.5996 -0.7615
C -0.336 2.940 -2.009 -1.2303 1.0546 -0.6929
C 1.030 3.069 -2.287 0.5629 -0.3322 -1.2565
C 1.908 3.539 -1.292 0.6215 2.0832 0.2072
C 1.429 3.771 -0.010 1.1164 1.7834 -0.5757
S -0.241 2.785 1.857 1.0060 0.1166 -1.0126
H -1.054 -1.794 -0.164 0.4167 -0.3379 -0.6073
H -1.868 3.066 -0.476 0.1796 -0.1006 -0.1374
H -1.025 2.583 -2.784 0.2872 0.2122 0.2457
H 1.418 2.787 -3.269 -0.1509 0.2595 0.2520
H 2.966 3.722 -1.503 -0.3938 -0.1198 -0.0371
H 2.075 4.119 0.790 0.0514 -0.2022 -0.0768
N 0.016 -2.091 4.253 0.4619 0.0555 -0.6873
C 0.490 -2.190 2.991 -0.3514 -0.3169 0.8674
N 0.562 -3.484 2.547 0.3342 0.1517 0.0129
S 0.863 -0.846 2.031 0.0548 -0.6011 0.4026
H -0.116 -2.923 4.820 0.0240 0.3602 -0.0504
H -0.001 -1.192 4.714 0.0210 -0.1291 -0.0873
H 1.147 -3.676 1.741 -0.1103 0.1849 0.4148
H 0.555 -4.219 3.254 0.0760 0.1796 -0.3370

***

10
Properties=species:S:1:pos:R:3:forces:R:3 method="wB97M-V/def2-TZVPD" gap_ev=10.19 spin_multiplicity=1 smiles="C=C=C[NH3+]" homo_energy_ev=-14.694 charge=+1
C -0.980 0.364 0.104 0.6668 1.1539 -0.5821
C -2.424 0.032 -0.210 9.4679 2.2198 2.5339
C 0.488 0.788 0.314 -6.2649 -2.1098 -1.1108
N 1.523 -0.212 -0.163 -3.9370 -2.0181 1.3566
H -2.974 -0.353 0.569 -1.0343 -1.1869 1.6170
H -2.863 0.341 -1.083 -0.6484 0.7273 -2.1774
H 1.046 1.618 0.779 -1.5074 -0.0632 -0.0868
H 0.870 -0.878 -0.652 1.1831 0.2694 0.1462
H 1.828 -0.764 0.712 0.8064 1.2449 -2.0051
H 2.082 0.231 -0.877 1.2678 -0.2372 0.3085

***

84
Properties=species:S:1:pos:R:3:forces:R:3 method="wB97M-V/def2-TZVPD" gap_ev=8.32 spin_multiplicity=1 smiles=c1cc[nH]c1.c1cc[nH]c1.c1cc[nH]c1.c1cc[nH]c1.c1cc[nH]c1.c1cc[nH]c1.CC#N.CC#N.CC#N.CC#N homo_energy_ev=-7.926
C -1.865 -4.115 -1.322 -1.1678 0.1960 -0.3103
C -0.460 -4.203 -1.011 -0.2287 -0.1314 -0.2175
N 0.655 -4.251 -0.762 0.4967 -0.1693 0.1630
H -2.483 -4.250 -0.435 0.1646 0.1293 0.1200
H -2.236 -4.835 -2.053 0.5848 -0.3603 0.0977
H -2.125 -3.158 -1.779 0.2726 0.2066 0.3484
C 0.871 -0.651 5.694 0.3635 -0.7329 -0.3685
C -0.432 -0.908 6.291 -0.1494 0.0898 0.0462
N -1.458 -1.117 6.762 0.1448 0.0322 -0.0399
H 1.593 -0.313 6.432 -0.1243 0.3445 -0.0092
H 0.806 0.004 4.828 -0.0705 0.3358 0.2368
H 1.276 -1.588 5.300 -0.1477 -0.0321 0.1005
C 0.773 3.174 -0.421 -1.0172 0.1256 -0.5594
C -0.645 3.131 -0.805 0.1542 -0.2673 0.3161
N -1.748 3.094 -1.115 -0.1468 0.0144 -0.0544
H 0.979 2.415 0.323 -0.1230 0.0137 0.0881
H 0.928 4.179 -0.034 0.6090 -0.0461 -0.1418
H 1.304 2.925 -1.341 0.4956 0.3658 0.2287
C 3.822 -4.576 1.699 -0.3020 -0.4520 -0.7874
C 4.162 -3.174 1.572 0.1597 -0.0422 0.0963
N 4.404 -2.065 1.414 -0.0146 0.2797 0.0360
H 2.734 -4.660 1.660 0.0360 -0.0734 0.3056
H 4.254 -5.077 2.558 -0.0695 0.2483 0.2155
H 4.170 -5.097 0.803 0.0954 0.0814 0.0670
N -4.223 -2.715 -5.214 0.8948 0.7824 0.2848
C -3.851 -1.669 -6.031 -0.5464 -0.6004 -0.2928
C -2.574 -1.294 -5.699 -0.0213 0.1532 -0.3400
C -2.182 -2.070 -4.585 0.1276 -0.7767 0.1068
C -3.212 -2.931 -4.322 -0.4984 -0.4926 0.2680
H -5.129 -3.135 -5.138 -0.1069 0.0616 -0.1409
H -4.555 -1.366 -6.788 0.2846 0.2623 -0.1447
H -1.931 -0.625 -6.244 -0.2191 0.2602 0.0556
H -1.229 -2.102 -4.082 0.0331 0.2048 -0.0455
H -3.367 -3.668 -3.555 0.1801 -0.0291 0.0234
N -2.820 3.327 4.796 0.5052 0.3046 0.0257
C -3.549 3.490 3.650 -0.4876 -0.7004 0.2446
C -3.178 2.485 2.781 0.3507 0.8948 0.0232
C -2.115 1.775 3.400 -0.1879 -0.2321 -0.3534
C -1.902 2.332 4.633 -0.0992 -0.3803 0.0200
H -2.875 3.889 5.624 -0.1189 0.1264 -0.0659
H -4.370 4.187 3.640 0.1082 0.1184 -0.2306
H -3.494 2.398 1.755 -0.2233 -0.1916 0.0659
H -1.662 0.898 2.964 0.3051 0.0828 0.1623
H -1.199 2.089 5.410 -0.0737 -0.0551 0.0439
N -4.465 -0.274 -3.072 -0.0769 -0.0951 0.8416
C -4.321 0.250 -1.818 0.0736 -0.0578 0.4794
C -5.547 0.338 -1.214 0.6553 0.4131 -0.4356
C -6.492 -0.103 -2.176 -0.2492 -0.4856 0.7427
C -5.795 -0.567 -3.259 -0.0498 0.4840 -0.3428
H -3.660 -0.519 -3.624 -0.3133 -0.1344 -0.3809
H -3.371 0.501 -1.374 0.1455 0.0468 -0.3616
H -5.638 0.732 -0.216 -0.4871 0.0011 -0.0345
H -7.559 -0.137 -2.017 0.0033 -0.1300 -0.2042
H -6.176 -1.046 -4.142 0.1314 0.1555 -0.1780
N 1.712 -0.752 0.474 -0.6007 0.5787 -0.0827
C 1.266 -1.163 -0.750 0.6200 -0.9835 0.6300
C 0.000 -0.688 -0.944 -0.1401 0.0184 -0.1126
C -0.320 0.098 0.187 -0.0898 0.2593 0.8810
C 0.736 0.024 1.067 0.7797 -0.0326 -0.5447
H 2.635 -0.937 0.836 0.0192 -0.1422 0.1234
H 1.838 -1.960 -1.200 -0.1496 0.2449 -0.5337
H -0.653 -0.948 -1.762 0.0308 0.1773 -0.0922
H -1.190 0.703 0.386 -0.1686 -0.1699 -0.2112
H 0.989 0.561 1.969 -0.3756 -0.0764 0.1430
N 3.365 2.194 1.914 -0.5003 -0.5153 0.5128
C 2.799 2.990 2.869 -0.0572 1.0164 -0.0402
C 3.688 3.150 3.898 0.0954 -0.7811 -0.0823
C 4.780 2.280 3.606 0.2159 -0.1140 0.0737
C 4.543 1.676 2.399 -0.1682 0.2946 -0.1013
H 2.792 1.820 1.178 0.4152 -0.1670 -0.2651
H 1.843 3.463 2.700 0.0426 -0.0423 -0.0104
H 3.575 3.735 4.793 -0.1234 0.1187 -0.0416
H 5.638 2.092 4.231 0.0210 0.0674 -0.0335
H 5.082 0.918 1.859 0.0843 0.0348 -0.0383
N 3.889 0.799 -3.413 0.0857 -0.5377 0.0611
C 5.062 1.269 -3.935 -0.1361 1.0148 -0.0378
C 5.859 1.663 -2.891 0.0631 -1.1597 -0.0324
C 5.205 1.242 -1.689 0.5956 0.6981 -0.5870
C 3.992 0.720 -2.051 0.1201 0.4216 0.5559
H 3.086 0.511 -3.940 0.0247 -0.0967 -0.0457
H 5.206 1.413 -4.993 -0.1149 -0.1163 -0.0078
H 6.874 2.010 -2.987 -0.0617 0.1958 0.0546
H 5.667 1.408 -0.730 -0.4319 -0.2755 0.2632
H 3.202 0.353 -1.420 -0.1502 -0.0775 -0.2122

***

Looking at DFT total energy for the records above, in order, we have -1410.7109; -3798.0381; -172.2205; -1792.0091 Ha.
Looking at energy above the lowest of the compared OMol25 structures with the same formula, charge and spin for the records above, in order, we have 31.6; 275.4; 362.7; 53.5 kJ/mol.